Record 1
Below is C23H25CaF9N4OS as an isolated structure, with properties calculated with the ωB97M-V functional and the def2-TZVPD basis.

Each line ends with the Löwdin charge.
Geometry (Å):
Ca 0.17 0.89 0.37  1.22
C -1.23 3.85 -0.87  -0.09
N -0.30 2.80 -1.27  -0.35
C 0.99 3.41 -1.62  -0.10
C -0.83 2.04 -2.41  -0.21
C -1.97 1.10 -2.04  -0.25
N -1.46 0.13 -1.09  -0.13
C -2.16 -0.99 -0.82  -0.23
C -1.49 -2.07 -0.21  -0.17
F -0.15 -1.90 0.03  -0.02
C -2.09 -3.24 0.15  -0.23
F -1.33 -4.20 0.73  0.08
C -3.43 -3.47 -0.07  0.05
C -4.13 -2.43 -0.67  -0.23
F -5.44 -2.57 -0.89  0.09
C -3.53 -1.24 -1.03  -0.15
F -4.32 -0.27 -1.56  0.07
H -1.38 4.57 -1.69  0.10
H -0.86 4.39 0.00  0.09
H -2.20 3.43 -0.62  0.07
H 0.89 4.08 -2.48  0.09
H 1.71 2.63 -1.87  0.07
H 1.37 3.99 -0.78  0.09
H -0.01 1.42 -2.80  0.12
H -1.14 2.73 -3.21  0.13
H -2.31 0.64 -2.97  0.12
H -2.82 1.68 -1.66  0.10
H -3.92 -4.39 0.22  0.13
C 0.42 2.82 4.93  -0.04
C 1.78 2.18 4.60  -0.59
C 2.93 3.08 5.07  -0.04
C 1.87 0.79 5.24  -0.04
C 1.88 2.02 3.14  -0.17
N 1.94 1.89 2.01  0.14
H 0.34 2.93 6.01  0.09
H -0.39 2.18 4.57  0.06
H 0.33 3.80 4.47  0.09
H 2.86 3.20 6.16  0.09
H 2.87 4.07 4.61  0.09
H 3.90 2.64 4.84  0.09
H 1.79 0.89 6.32  0.09
H 2.82 0.30 5.00  0.09
H 1.05 0.16 4.90  0.05
C 4.43 -0.36 -0.80  0.01
C 2.97 -0.72 -0.72  -0.55
N 2.66 -2.01 -0.62  0.21
O 2.11 0.16 -0.75  -0.13
H 5.08 -1.21 -0.61  0.08
H 4.64 0.43 -0.08  0.09
H 4.64 0.03 -1.79  0.10
H 3.37 -2.72 -0.59  0.11
H 1.69 -2.28 -0.57  0.10
F -5.79 2.86 1.19  0.12
C -4.69 2.18 1.54  -0.14
C -3.49 2.83 1.66  -0.16
F -3.41 4.16 1.45  0.10
C -2.36 2.11 2.01  -0.26
F -1.17 2.78 2.05  0.01
C -2.37 0.75 2.28  -0.59
S -0.94 -0.13 2.75  0.58
C -3.61 0.12 2.14  -0.25
F -3.73 -1.18 2.38  0.09
C -4.75 0.82 1.77  -0.14
F -5.92 0.18 1.65  0.13

Values from the calculation:
Electronic energy = -85998.7734 eV
Strongest force on any atom = 0.33 eV/Å
HOMO level = -0.2509 Eh
HOMO-LUMO gap = 0.2565 hartree
Energy above the lowest of the compared OMol25 structures with the same formula, charge and spin = 5.2 kJ/mol
Multiplicity = 1


Record 2
Below is a 12-piece molecular cluster, C35H81N11O15S overall at a distorted geometry, with properties calculated with the ωB97M-V functional and the def2-TZVPD basis.

Each line ends with the Löwdin charge.
Geometry (Å):
C -1.85 -7.64 0.07  0.00
C -1.27 -6.41 0.72  -0.57
O -1.79 -5.35 0.45  0.02
N -0.24 -6.59 1.57  0.05
C 0.48 -5.44 2.25  -0.05
H -2.94 -7.59 0.07  0.08
H -1.41 -8.52 0.54  0.08
H -1.66 -7.65 -1.00  0.07
H -0.08 -7.52 1.93  0.13
H -0.09 -4.90 3.01  0.08
H 0.92 -4.70 1.59  0.06
H 1.32 -5.69 2.91  0.07
C -2.68 1.36 4.28  0.01
C -2.61 -0.11 4.02  -0.53
O -1.50 -0.64 3.77  0.00
N -3.72 -0.85 4.05  0.00
C -3.76 -2.23 3.79  -0.07
H -2.06 1.62 5.13  0.08
H -3.70 1.73 4.38  0.08
H -2.21 1.81 3.40  0.08
H -4.60 -0.36 4.01  0.14
H -3.27 -2.46 2.85  0.09
H -4.72 -2.70 3.98  0.10
H -3.03 -2.59 4.52  0.09
C 0.98 1.26 4.56  0.01
C 1.72 2.44 4.02  -0.52
O 1.74 2.68 2.79  -0.01
N 2.18 3.35 4.89  0.02
C 3.03 4.47 4.44  -0.06
H 1.64 0.45 4.87  0.09
H 0.27 0.96 3.79  0.04
H 0.41 1.46 5.47  0.08
H 1.90 3.39 5.86  0.14
H 3.82 4.61 5.17  0.08
H 2.50 5.42 4.50  0.06
H 3.43 4.45 3.43  0.08
C -0.58 -1.81 0.78  0.02
C -1.02 -0.39 0.30  -0.57
O -1.68 -0.31 -0.65  0.08
N -0.53 0.67 0.95  0.02
C -0.53 1.97 0.42  -0.09
H 0.49 -1.93 0.57  0.06
H -1.12 -2.58 0.24  0.06
H -0.47 -2.00 1.85  0.06
H -0.18 0.71 1.89  0.10
H 0.18 1.96 -0.41  0.09
H 0.03 2.55 1.15  0.07
H -1.50 2.37 0.15  0.07
C 3.54 -2.94 4.67  0.01
C 3.15 -2.41 3.24  -0.54
O 2.14 -2.83 2.73  0.03
N 3.93 -1.45 2.71  0.01
C 3.61 -0.92 1.40  -0.06
H 2.62 -3.39 5.05  0.07
H 3.68 -2.01 5.23  0.07
H 4.34 -3.68 4.67  0.08
H 4.80 -1.22 3.16  0.14
H 2.56 -1.02 1.13  0.08
H 4.32 -1.47 0.78  0.09
H 3.83 0.13 1.23  0.06
C 6.70 3.61 -1.99  -0.02
C 5.25 3.49 -1.76  -0.60
O 4.51 4.30 -2.27  0.04
N 4.77 2.40 -1.15  0.03
C 3.34 2.00 -1.01  -0.03
H 7.33 3.68 -1.10  0.08
H 6.89 4.53 -2.54  0.09
H 7.17 2.84 -2.59  0.09
H 5.49 1.79 -0.79  0.13
H 3.20 1.07 -1.55  0.08
H 2.67 2.71 -1.49  0.06
H 3.10 1.76 0.03  0.05
C -3.35 2.09 -2.48  0.00
C -3.05 3.50 -2.83  -0.58
O -2.91 3.75 -4.02  0.03
N -3.13 4.34 -1.82  0.01
C -2.97 5.79 -1.77  -0.06
H -2.85 1.42 -3.17  0.07
H -4.40 1.86 -2.32  0.10
H -2.89 1.92 -1.51  0.05
H -3.75 3.96 -1.13  0.14
H -3.82 6.32 -1.34  0.08
H -2.92 6.05 -2.83  0.08
H -2.11 6.20 -1.24  0.06
C 0.39 8.71 2.59  -0.01
C 1.32 7.55 2.32  -0.53
O 2.20 7.22 3.11  0.03
N 1.01 6.88 1.20  -0.01
C 1.75 5.74 0.81  -0.07
H 0.72 9.41 3.37  0.08
H -0.60 8.38 2.89  0.08
H 0.18 9.30 1.69  0.07
H 0.35 7.18 0.50  0.13
H 1.34 5.32 -0.12  0.08
H 1.73 4.97 1.57  0.07
H 2.77 6.10 0.71  0.10
C 0.94 2.50 -6.52  0.01
C 1.26 2.77 -5.00  -0.56
O 2.16 2.26 -4.39  0.06
N 0.45 3.73 -4.54  0.01
C 0.73 4.45 -3.32  -0.07
H 1.83 2.60 -7.15  0.08
H 0.24 3.29 -6.79  0.06
H 0.59 1.47 -6.66  0.07
H -0.39 3.96 -5.05  0.12
H 0.01 5.10 -2.83  0.07
H 1.63 5.06 -3.43  0.09
H 0.95 3.74 -2.52  0.06
C -4.97 -5.47 2.02  -0.02
C -5.43 -4.30 1.16  -0.52
O -6.45 -3.59 1.38  -0.01
N -4.42 -4.00 0.30  0.01
C -4.18 -2.68 -0.37  -0.04
H -5.58 -5.49 2.93  0.08
H -3.94 -5.33 2.37  0.07
H -4.98 -6.39 1.44  0.08
H -3.85 -4.80 0.06  0.09
H -3.30 -2.64 -1.01  0.07
H -3.90 -1.89 0.33  0.06
H -5.05 -2.33 -0.92  0.08
C -1.10 -0.52 -3.98  -0.01
C -0.59 -1.79 -4.70  -0.51
O 0.33 -2.48 -4.26  0.04
N -1.31 -2.11 -5.84  0.00
C -0.95 -3.36 -6.56  -0.06
H -0.31 -0.26 -3.28  0.08
H -1.99 -0.83 -3.43  0.07
H -1.33 0.39 -4.54  0.07
H -1.98 -1.47 -6.23  0.13
H -1.56 -3.35 -7.46  0.08
H -1.01 -4.23 -5.91  0.06
H 0.11 -3.34 -6.83  0.08
C 0.69 -4.91 -1.99  -0.20
C -0.08 -5.88 -2.94  -0.11
O 0.90 -6.94 -3.09  -0.21
S 1.72 -7.25 -1.66  0.75
O 3.11 -7.25 -1.95  -0.23
O 1.07 -8.28 -0.82  -0.27
O 1.39 -5.71 -1.09  -0.22
H 0.06 -4.25 -1.40  0.12
H 1.46 -4.28 -2.44  0.13
H -0.20 -5.34 -3.89  0.11
H -1.03 -6.23 -2.54  0.11

Values from the calculation:
Electronic energy = -95548.2488 eV
SMILES string = O=S1(=O)OCCO1.CNC(C)=O.CNC(C)=O.CNC(C)=O.CNC(C)=O.CNC(C)=O.CNC(C)=O.CNC(C)=O.CNC(C)=O.CNC(C)=O.CNC(C)=O.CNC(C)=O
Strongest force on any atom = 6.00 eV/Å
HOMO level = -0.3316 Eh
HOMO-LUMO gap = 0.3390 hartree
Energy above the lowest of the compared OMol25 structures with the same formula, charge and spin = 0.0 kJ/mol
Multiplicity = 1


Record 3
Below is one molecule with the formula C5H11NO, with properties calculated with the ωB97M-V functional and the def2-TZVPD basis.

Each line ends with the Löwdin charge.
Geometry (Å):
C 0.65 -1.15 1.61  -0.09
C -0.40 -1.47 0.56  -0.18
N -0.63 -0.37 -0.41  -0.24
C -1.86 0.05 -0.74  0.00
C 0.40 0.23 -1.03  -0.12
C 0.50 1.72 -1.07  -0.27
O 1.67 2.13 -0.36  -0.08
H 0.88 -2.04 2.21  0.08
H 0.31 -0.36 2.29  0.08
H 1.58 -0.81 1.14  0.06
H -0.10 -2.35 -0.02  0.12
H -1.37 -1.70 1.02  0.12
H -2.02 0.33 -1.77  0.07
H -2.66 0.10 -0.01  0.06
H 1.28 -0.36 -1.24  0.11
H 0.62 2.15 -2.07  0.11
H -0.42 2.14 -0.63  0.10
H 1.59 1.75 0.52  0.07

Values from the calculation:
Electronic energy = -8898.0373 eV
Strongest force on any atom = 0.47 eV/Å
HOMO level = -0.2581 Eh
HOMO-LUMO gap = 0.2846 hartree
Energy above the lowest of the compared OMol25 structures with the same formula, charge and spin = 353.1 kJ/mol
Multiplicity = 1